(1)
{
  "formula": "C8H13O2S",
  "method": "ωB97M-V with the def2-TZVPD basis set",
  "species": ["C", "C", "C", "C", "C", "C", "C", "C", "O", "O", "S", "H", "H", "H", "H", "H", "H", "H", "H", "H", "H", "H", "H", "H"],
  "xyz": [[3.657, -0.143, 0.196], [3.211, 2.445, 0.557], [2.800, 2.365, -0.938], [3.418, 1.343, -0.079], [-0.485, -1.481, -1.526], [-1.655, -1.577, 0.766], [-2.413, 0.053, -0.935], [-1.205, -0.675, -0.465], [2.568, -0.765, -0.017], [4.712, -0.625, 0.580], [0.090, 0.498, 0.186], [3.150, 3.269, 1.229], [1.295, -0.160, 0.078], [1.752, 2.264, -1.044], [3.451, 2.905, -1.657], [0.033, -0.763, -2.268], [0.493, -1.927, -1.273], [-1.197, -2.138, -2.101], [-2.477, -2.300, 0.513], [-1.964, -0.933, 1.623], [-0.704, -2.024, 1.213], [-2.908, 0.740, -0.217], [-2.263, 0.800, -1.829], [-3.174, -0.661, -1.184]],
  "nbo_charge": [0.760, -0.234, -0.460, -0.060, -0.653, -0.632, -0.618, -0.142, -0.762, -0.687, -0.257, 0.220, 0.256, 0.200, 0.162, 0.223, 0.256, 0.187, 0.186, 0.212, 0.230, 0.214, 0.208, 0.194],
  "energy_ha": -861.23195,
  "molar_mass_g_mol": 173.257,
  "total_charge": -1,
  "homo_ev": -4.572,
  "homo_lumo_gap_ev": 7.837
}

=====

(2)
{
  "formula": "C8H13O4P",
  "method": "ωB97M-V with the def2-TZVPD basis set",
  "species": ["C", "C", "C", "C", "C", "C", "C", "C", "O", "O", "O", "O", "P", "H", "H", "H", "H", "H", "H", "H", "H", "H", "H", "H", "H", "H"],
  "xyz": [[1.025, -0.293, 0.246], [0.416, -1.318, 0.817], [2.334, -0.058, -0.266], [-0.459, 1.100, 0.056], [0.975, -2.676, 1.111], [2.465, 1.194, -1.122], [-0.407, 2.071, 1.202], [-3.260, -0.506, -1.740], [3.311, -0.747, 0.018], [-2.942, 0.185, 1.177], [-0.905, -1.316, 1.025], [-2.089, -0.761, -1.089], [-1.792, -0.111, 0.333], [-0.322, 1.374, -0.981], [0.240, -3.350, 0.497], [0.638, -2.967, 2.105], [2.086, -2.775, 1.021], [2.211, 2.042, -0.574], [1.728, 1.194, -1.932], [3.504, 1.229, -1.335], [-1.467, 2.432, 1.105], [0.336, 2.903, 0.944], [-0.498, 1.444, 2.115], [-4.011, -0.600, -0.951], [-3.284, -1.169, -2.568], [-3.253, 0.439, -2.225]],
  "nbo_charge": [-0.169, 0.395, 0.515, -0.569, -0.682, -0.699, -0.667, -0.250, -0.558, -1.067, -0.757, -0.802, 2.353, 0.241, 0.243, 0.239, 0.267, 0.221, 0.224, 0.240, 0.235, 0.237, 0.245, 0.207, 0.193, 0.169],
  "energy_ha": -954.91784,
  "molar_mass_g_mol": 204.162,
  "homo_ev": -9.501,
  "homo_lumo_gap_ev": 10.001
}

=====

(3)
{
  "formula": "C8H14",
  "method": "ωB97M-V with the def2-TZVPD basis set",
  "species": ["C", "C", "C", "C", "C", "C", "C", "C", "H", "H", "H", "H", "H", "H", "H", "H", "H", "H", "H", "H", "H", "H"],
  "xyz": [[-1.185, -2.713, -2.396], [-0.253, -1.649, -1.907], [-1.121, -0.438, -1.272], [-0.108, 0.541, -0.510], [1.449, 2.666, 3.558], [1.206, 1.498, 2.928], [0.890, 1.467, 1.495], [0.145, 0.447, 0.927], [-1.359, -3.534, -1.731], [-0.811, -3.146, -3.356], [-2.182, -2.152, -2.657], [0.377, -1.105, -2.828], [0.566, -1.965, -1.141], [-1.676, 0.158, -2.065], [-1.770, -0.914, -0.654], [-0.381, 1.453, -0.922], [0.922, 0.379, -0.961], [1.747, 3.634, 3.098], [1.418, 2.942, 4.596], [1.213, 0.602, 3.493], [1.059, 2.327, 0.965], [-0.146, -0.495, 1.340]],
  "nbo_charge": [-0.626, -0.399, -0.376, -0.412, -0.646, -0.262, -0.337, -0.422, 0.203, 0.195, 0.196, 0.180, 0.215, 0.177, 0.179, 0.174, 0.141, 0.151, 0.158, 0.173, 0.170, 0.168],
  "energy_ha": -313.06920,
  "molar_mass_g_mol": 110.200,
  "total_charge": -1,
  "spin_multiplicity": 2,
  "homo_ev": [0.641, -2.511],
  "homo_lumo_gap_ev": [2.927, 6.070]
}

=====

(4)
{
  "formula": "C8H14BBr2N2O14",
  "method": "ωB97M-V with the def2-TZVPD basis set",
  "species": ["N", "H", "H", "H", "H", "N", "H", "H", "H", "H", "O", "C", "O", "B", "O", "C", "O", "O", "C", "O", "C", "O", "O", "O", "C", "O", "O", "H", "O", "C", "O", "O", "H", "Br", "C", "C", "Br", "H", "H", "H", "H"],
  "xyz": [[-11.907, -16.387, -8.315], [-11.180, -16.992, -7.959], [-12.887, -16.622, -8.259], [-11.849, -16.202, -9.306], [-11.911, -15.476, -7.879], [-12.812, -13.285, -10.945], [-12.959, -13.208, -9.949], [-12.038, -12.679, -11.178], [-13.708, -13.124, -11.382], [-12.521, -14.213, -11.216], [-11.608, -10.505, -10.522], [-10.552, -11.105, -10.193], [-10.169, -12.265, -10.610], [-9.005, -12.784, -9.808], [-8.706, -11.671, -8.828], [-9.610, -10.653, -9.015], [-9.563, -9.567, -8.314], [-7.949, -13.359, -10.727], [-7.775, -14.651, -10.440], [-7.050, -15.372, -11.083], [-8.743, -15.024, -9.267], [-9.439, -13.885, -8.926], [-8.999, -16.127, -8.887], [-11.871, -15.766, -13.218], [-11.316, -16.386, -12.205], [-11.498, -15.976, -11.054], [-10.671, -17.379, -12.492], [-11.581, -16.359, -13.915], [-13.044, -12.302, -6.260], [-12.841, -13.387, -6.898], [-13.305, -13.698, -8.002], [-11.933, -14.116, -6.518], [-13.746, -11.977, -6.828], [-14.303, -13.301, -16.879], [-13.588, -14.268, -15.269], [-14.745, -14.785, -14.401], [-15.455, -13.232, -13.226], [-12.925, -13.520, -14.833], [-12.964, -15.094, -15.609], [-14.540, -15.684, -13.821], [-15.598, -15.217, -14.926]],
  "nbo_charge": [-0.902, 0.446, 0.414, 0.475, 0.486, -0.900, 0.472, 0.454, 0.423, 0.460, -0.605, 0.694, -0.662, 1.177, -0.642, 0.670, -0.560, -0.658, 0.680, -0.539, 0.701, -0.670, -0.560, -0.751, 0.947, -0.863, -0.762, 0.496, -0.653, 0.933, -0.900, -0.789, 0.478, -0.055, -0.423, -0.394, -0.077, 0.248, 0.234, 0.249, 0.229],
  "energy_ha": -6649.34641,
  "molar_mass_g_mol": 532.820,
  "total_charge": -1,
  "homo_ev": -5.834,
  "homo_lumo_gap_ev": 7.631
}

=====

Energy above the lowest of the compared OMol25 structures with the same formula, charge and spin per entry: 0.00 95.63 191.16 0.00 kJ/mol